Entry 1:
{"formula": "C3H6N2O2", "method": "the ωB97M-V functional and the def2-TZVPD basis", "species": ["C", "C", "C", "H", "H", "H", "H", "H", "H", "N", "N", "O", "O"], "xyz": [[3.35026, 0.60332, -0.30401], [-0.05945, -0.66918, 0.40767], [-3.32745, 0.46798, 0.08003], [4.19768, -0.03002, -0.43368], [2.87292, 1.62698, 0.18768], [-0.01003, -1.55630, -0.38263], [0.04158, -1.03104, 1.50345], [-2.97800, 1.46046, 0.81146], [-4.45126, 0.11829, 0.00022], [2.50874, -0.46962, -0.04269], [-2.37419, -0.38979, -0.59361], [1.03819, 0.13992, 0.24592], [-1.08755, 0.23693, -0.03775]], "atomic_forces_ev_per_a": [[-6.8842, -3.4016, 4.0433], [0.5397, -2.5715, -1.7881], [2.9292, -2.7192, -1.5112], [1.8786, 1.1639, -0.3493], [2.0094, -2.2741, -2.0532], [-0.2818, 1.3493, 1.8726], [-1.5410, 0.4386, -1.4997], [-0.9631, -3.3562, -2.3573], [2.4498, 1.0494, -0.1944], [-0.8873, 4.8120, -1.2909], [-2.6511, 5.5300, 5.6728], [4.3024, 1.1140, -0.5560], [-0.9007, -1.1346, 0.0115]], "lowdin_charge": [0.001, -0.321, -0.009, 0.041, 0.154, 0.148, 0.140, 0.144, 0.076, 0.059, 0.039, -0.225, -0.246], "molar_mass_g_mol": 102.1, "smiles": "C=NOCON=C", "homo_lumo_gap_ev": 9.851}

Entry 2:
{"formula": "C3H6N2O2", "method": "the ωB97M-V functional and the def2-TZVPD basis", "species": ["C", "C", "C", "H", "H", "H", "H", "H", "H", "N", "N", "O", "O"], "xyz": [[-1.78319, -0.06374, -0.20288], [1.62225, -0.99374, 0.06740], [0.03040, 1.20893, 0.03989], [-1.59153, 0.33344, -1.17650], [-2.43584, -0.98354, 0.08449], [-2.11073, 0.93046, 0.23335], [2.39007, -1.63165, -0.30745], [1.38424, -1.32199, 1.25069], [-0.62844, 2.05299, 0.09366], [-0.55009, -0.28832, 0.58526], [1.22201, 1.44825, -0.17224], [0.37482, -1.09943, -0.47429], [2.07604, 0.40833, -0.02139]], "atomic_forces_ev_per_a": [[-1.4315, -0.8920, 3.2322], [-2.5464, 1.1206, 4.6891], [-0.9119, -2.2879, 2.9666], [-0.0796, -1.1444, -1.3009], [0.5133, 1.9612, -1.4938], [-0.8434, -1.6460, 0.2244], [0.2905, -0.1449, -0.9105], [1.4819, 1.1366, -2.6196], [-0.5407, 0.0223, -0.1705], [2.5895, 3.5725, -4.7696], [0.9251, -0.8421, -0.3080], [-1.4676, 0.3570, 0.5483], [2.0209, -1.2131, -0.0877]], "lowdin_charge": [-0.139, -0.231, -0.128, 0.072, 0.126, 0.084, 0.116, 0.171, 0.105, 0.020, 0.053, -0.134, -0.116], "molar_mass_g_mol": 102.1, "smiles": "CN1C=NOCO1", "homo_lumo_gap_ev": 10.601}

Entry 3:
{"formula": "C3H6N2O2", "method": "the ωB97M-V functional and the def2-TZVPD basis", "species": ["O", "C", "C", "N", "C", "N", "O", "H", "H", "H", "H", "H", "H"], "xyz": [[2.37762, 0.67638, 1.12944], [1.19831, 0.81557, 0.96038], [0.61956, 1.14785, -0.41246], [0.05436, -0.06398, -1.03343], [-0.98452, -0.75309, -0.44135], [-1.69416, -0.06358, 0.55961], [-1.38400, -1.79010, -0.91823], [0.53023, 0.90287, 1.82547], [-0.09337, 1.95587, -0.56929], [1.45665, 1.41513, -1.06006], [0.32573, -0.64447, -1.80684], [-2.60241, -0.47900, 0.72790], [-1.21498, -0.04096, 1.45250]], "atomic_forces_ev_per_a": [[-0.0640, -0.4519, -0.0593], [0.2289, 1.7486, -0.2076], [0.6174, -1.1738, -2.1966], [-1.3858, -0.6527, 1.7946], [-0.6356, 0.6708, -0.8752], [0.1494, 0.1498, 0.8045], [-0.0859, -0.4760, -0.1064], [-0.2573, -0.4142, 0.2097], [-0.1923, 0.0585, 1.0201], [0.2286, 0.0090, 0.2888], [1.1926, 0.5755, -0.2784], [0.1711, -0.2855, -0.2628], [0.0329, 0.2419, -0.1315]], "lowdin_charge": [0.080, -0.240, -0.131, 0.057, -0.614, 0.135, 0.054, 0.109, 0.119, 0.122, 0.142, 0.099, 0.069], "molar_mass_g_mol": 102.1, "smiles": "NC(=O)NCC=O", "homo_lumo_gap_ev": 10.207}